(one)
Entry from the Open Molecules 2025 dataset: a gas-phase ion, C6H16N2 (charge -1) (ωB97M-V/def2-TZVPD).

Each line ends with the Mulliken spin population.
Cartesian coordinates (Å):
N 1.70 -1.46 0.56  0.344
C 1.26 -0.06 0.83  -0.503
C 2.07 0.56 1.98  0.841
C -0.35 -0.10 1.10  1.493
N -1.12 0.18 -0.06  -1.638
C -0.52 -0.13 -1.38  0.398
C -1.32 -0.75 -2.50  -0.098
C -1.82 1.46 -0.19  1.755
H 2.09 -1.95 1.29  -0.249
H 0.92 -2.02 0.41  -0.055
H 1.52 0.39 -0.09  0.065
H 1.91 -0.07 2.92  -0.410
H 3.13 0.75 1.59  -0.130
H 1.60 1.52 2.25  -0.176
H -0.61 0.49 1.83  0.473
H -0.48 -1.18 1.63  -0.474
H 0.35 -0.83 -1.19  0.433
H 0.11 0.74 -1.78  -0.030
H -1.72 -1.70 -2.17  0.095
H -0.68 -1.06 -3.32  -0.172
H -2.10 -0.13 -2.81  -0.058
H -2.49 1.77 0.69  -0.594
H -1.18 2.30 -0.37  -0.492
H -2.30 1.30 -1.21  0.186

## Properties
total charge: -1
multiplicity: 2
HOMO-LUMO gap (spin up / spin down): 0.0940 / 0.3157 Ha
HOMO (spin up / spin down): 0.051 / -0.170 Ha

***

(two)
Entry from the Open Molecules 2025 dataset: 2 unconnected molecules or ions with the total composition C6H16N2 (ωB97M-V/def2-TZVPD).

Each line ends with the Mulliken spin population.
Cartesian coordinates (Å):
N -1.59 1.42 0.07  0.116
C -1.42 0.41 1.04  -0.077
C -1.16 0.91 2.48  0.105
C -0.15 -0.42 0.71  0.830
N 0.50 -0.59 -0.61  -0.045
C 0.61 0.52 -1.56  0.032
C 1.69 1.50 -1.07  0.014
C -0.51 -1.51 -1.21  0.053
H 0.65 -0.27 1.45  0.018
H -2.58 1.60 -0.05  -0.009
H -2.22 -0.35 1.11  0.028
H -0.64 1.86 2.43  -0.021
H -2.08 1.05 3.04  -0.003
H -0.68 0.13 3.08  -0.008
H 2.46 -3.85 0.36  0.001
H 3.03 -3.52 0.00  -0.001
H -0.27 1.11 -1.76  0.011
H 1.00 0.03 -2.47  -0.004
H 1.41 1.77 -0.05  -0.017
H 1.61 2.42 -1.66  0.000
H 2.69 1.09 -1.14  -0.002
H -1.51 -1.07 -1.27  -0.008
H -0.24 -1.75 -2.25  0.005
H -0.62 -2.46 -0.68  -0.018

## Properties
total charge: -1
multiplicity: 2
HOMO-LUMO gap (spin up / spin down): 0.2222 / 0.2190 Ha
HOMO (spin up / spin down): -0.064 / -0.062 Ha

***

Relative energies, in eV, with the most stable structure set to zero: (one) 0.000; (two) 0.842.

***

(one)
Entry from the Open Molecules 2025 dataset: a single C5H6N2O2 molecule (ωB97M-V/def2-TZVPD).

Each line ends with the Löwdin charge.
Cartesian coordinates (Å):
O 2.83 1.86 -0.40  0.017
N 1.69 1.63 -0.09  -0.082
C 0.67 1.12 0.21  -0.077
C -0.74 1.13 0.44  -0.179
C -1.28 0.12 -0.55  -0.165
C -0.76 -1.29 -0.04  -0.116
C 0.64 -1.13 0.11  -0.074
N 1.68 -1.63 0.19  -0.077
O 2.86 -1.87 0.11  0.031
H -0.79 0.68 1.52  0.160
H -1.23 2.08 0.43  0.117
H -0.91 0.55 -1.46  0.114
H -2.35 0.25 -0.65  0.106
H -1.03 -2.11 -0.68  0.122
H -1.28 -1.41 0.86  0.104

## Properties
HOMO-LUMO gap: 0.3195 Ha
HOMO: -0.315 Ha

***

(two)
Entry from the Open Molecules 2025 dataset: 2 unconnected molecules or ions with the total composition C5H6N2O2 (ωB97M-V/def2-TZVPD).

Each line ends with the Löwdin charge.
Cartesian coordinates (Å):
C -1.09 0.02 0.34  -0.401
C -2.11 -1.00 -0.05  -0.119
C 0.07 0.50 -0.69  -0.163
C 1.26 1.07 0.01  -0.099
C 1.60 -1.45 -0.30  -0.007
H -1.66 2.02 0.86  0.266
H -0.81 -0.33 1.32  0.132
H -0.20 1.11 -1.63  0.168
H 1.52 0.92 1.16  0.143
H 1.98 1.89 -0.34  0.121
H 1.51 -2.56 -1.26  0.233
N -3.15 -1.57 -0.40  0.148
N 1.42 -0.16 -0.95  -0.079
O -2.03 0.93 0.61  -0.092
O 1.70 -1.39 1.31  -0.251

## Properties
HOMO-LUMO gap: 0.3369 Ha
HOMO: -0.376 Ha

***

Relative energies, in eV, with the most stable structure set to zero: (one) 0.000; (two) 3.187.

***

(one)
Entry from the Open Molecules 2025 dataset: 2 unconnected molecules or ions with the total composition C4H15N2 (ωB97M-V/def2-TZVPD).

Each line ends with the Löwdin charge.
Cartesian coordinates (Å):
C 0.23 -2.35 -1.28  -0.174
C -0.75 -2.54 -0.14  -0.147
H 1.10 -1.73 -1.00  0.064
H -0.22 -1.79 -2.11  0.063
H 0.56 -3.28 -1.74  0.084
H -1.17 -1.59 0.24  0.042
H -1.57 -3.19 -0.42  0.080
H -0.23 -2.92 0.75  0.080
N -0.45 0.77 -1.00  0.189
C -0.56 1.47 0.35  -0.138
C 0.85 1.82 0.81  -0.288
N 0.74 2.42 2.13  0.021
H 0.17 1.34 -1.57  0.170
H 0.05 -0.12 -0.89  0.088
H -1.34 0.59 -1.46  0.177
H -1.18 2.35 0.20  0.138
H -1.09 0.82 1.03  0.127
H 1.46 0.91 0.73  0.121
H 1.28 2.55 0.12  0.128
H 0.47 1.71 2.80  0.089
H 1.62 2.79 2.45  0.085

## Properties
total charge: +1
HOMO-LUMO gap: 0.3763 Ha
HOMO: -0.503 Ha

***

(two)
Entry from the Open Molecules 2025 dataset: 2 unconnected molecules or ions with the total composition C4H15N2 (ωB97M-V/def2-TZVPD).

Each line ends with the Löwdin charge.
Cartesian coordinates (Å):
C 1.82 -0.39 -0.09  -0.003
N 0.58 0.31 -0.52  -0.268
C 0.76 1.78 -0.46  0.003
C 0.18 -0.14 -1.88  -0.007
H 2.03 -0.16 0.96  0.107
H 2.67 -0.01 -0.66  0.110
H 1.71 -1.45 -0.28  0.107
H -0.18 2.25 -0.74  0.108
H 1.03 2.08 0.55  0.108
H 1.56 2.08 -1.14  0.110
H -0.65 0.47 -2.21  0.107
H -0.05 -1.20 -1.83  0.100
H 1.02 -0.02 -2.57  0.112
C -1.63 -0.56 2.03  -0.147
N -1.72 -0.96 0.61  -0.061
H -1.92 0.49 2.17  0.080
H -2.23 -1.19 2.68  0.081
H -0.59 -0.60 2.38  0.071
H -0.23 0.05 0.11  0.107
H -2.68 -0.89 0.30  0.087
H -1.49 -1.94 0.58  0.087

## Properties
total charge: +1
HOMO-LUMO gap: 0.4212 Ha
HOMO: -0.521 Ha

***

Relative energies, in eV, with the most stable structure set to zero: (one) 0.483; (two) 0.000.

***

(one)
Entry from the Open Molecules 2025 dataset: a single C5H10S2 molecule (ωB97M-V/def2-TZVPD).

Each line ends with the Löwdin charge.
Cartesian coordinates (Å):
C -0.81 -1.22 1.70  -0.088
C -0.91 0.22 1.18  -0.183
C 0.20 0.87 0.81  -0.309
C 1.42 0.11 0.57  -0.506
S 1.67 0.21 -1.22  0.782
C 0.08 -0.03 -2.21  -0.939
S -1.09 1.09 -1.95  0.748
H -0.89 -1.98 0.98  0.047
H -1.59 -1.46 2.37  0.046
H 0.25 -1.34 2.16  0.102
H -1.93 0.63 1.10  0.103
H 0.10 1.98 0.95  0.127
H 1.35 -0.85 0.92  0.019
H 2.29 0.74 0.90  0.094
H 0.15 -1.18 -2.14  0.072
H 0.52 0.32 -3.16  0.015
H -0.81 1.88 -2.95  -0.131

## Properties
HOMO-LUMO gap: 0.3336 Ha
HOMO: -0.308 Ha

***

(two)
Entry from the Open Molecules 2025 dataset: 2 unconnected molecules or ions with the total composition C5H10S2 (ωB97M-V/def2-TZVPD).

Each line ends with the Löwdin charge.
Cartesian coordinates (Å):
C 0.44 -0.98 -1.19  -0.498
C -0.42 1.37 -0.45  -0.052
C 1.70 0.49 0.21  -0.123
C -1.93 -0.82 2.23  -0.602
C 0.74 0.47 -1.01  -0.512
S 0.23 -1.57 -2.68  0.858
S -2.15 -2.16 1.39  0.609
H -1.18 0.74 -0.06  0.034
H -0.01 1.84 0.48  0.082
H -0.75 2.04 -1.24  0.078
H 1.25 0.00 1.07  0.073
H 2.01 1.44 0.48  0.046
H 2.60 -0.12 0.12  0.075
H -1.00 -0.27 2.05  -0.027
H -2.74 -0.43 2.92  0.025
H 1.19 0.74 -1.96  0.101
H 0.02 -2.77 -2.34  -0.168

## Properties
HOMO-LUMO gap: 0.2795 Ha
HOMO: -0.287 Ha

***

Relative energies, in eV, with the most stable structure set to zero: (one) 0.000; (two) 1.574.

***

(one)
Entry from the Open Molecules 2025 dataset: 2 unconnected molecules or ions with the total composition H3N3O2 (ωB97M-V/def2-TZVPD).

Each line ends with the Löwdin charge.
Cartesian coordinates (Å):
N 0.85 -0.79 -0.56  -0.092
N -0.08 -1.28 0.20  0.021
N -0.75 1.04 0.70  -0.280
O 0.12 1.50 0.09  0.023
O -1.74 1.55 1.22  0.019
H 0.88 -0.05 -1.28  0.120
H 1.70 -0.54 -0.06  0.107
H -0.99 -1.41 -0.32  0.082

## Properties
HOMO-LUMO gap (spin up / spin down): 0.3554 / 0.2602 Ha
HOMO (spin up / spin down): -0.349 / -0.301 Ha

***

(two)
Entry from the Open Molecules 2025 dataset: a single H3N3O2 molecule (ωB97M-V/def2-TZVPD).

Each line ends with the Löwdin charge.
Cartesian coordinates (Å):
N 1.35 0.32 0.15  0.112
N 0.14 -0.25 0.09  -0.191
O -0.84 0.54 -1.00  -0.008
N -0.48 -0.89 0.96  -0.060
O -1.70 -1.04 0.86  -0.051
H 1.26 1.29 0.39  0.109
H 1.82 0.06 -0.70  0.108
H -1.53 -0.03 -0.76  -0.019

## Properties
HOMO-LUMO gap: 0.3778 Ha
HOMO: -0.369 Ha

***

Relative energies, in eV, with the most stable structure set to zero: (one) 0.583; (two) 0.000.

***

(one)
Entry from the Open Molecules 2025 dataset: a single C15H15NO5S molecule (ωB97M-V/def2-TZVPD).

Each line ends with the Löwdin charge.
Cartesian coordinates (Å):
C -6.06 -0.69 0.48  -0.050
O -4.81 -0.06 0.67  -0.048
C -3.96 -0.11 -0.37  -0.461
O -4.23 -0.66 -1.41  0.108
C -2.68 0.57 -0.10  -0.131
C -2.37 1.11 1.15  -0.007
C -1.15 1.71 1.37  -0.009
C -0.22 1.80 0.34  -0.294
N 1.02 2.39 0.55  -0.047
S 2.42 1.83 -0.21  0.671
O 3.48 2.35 0.60  -0.283
O 2.38 2.17 -1.60  -0.277
C 2.27 0.07 -0.02  -0.296
C 2.03 -0.73 -1.12  -0.053
C 1.84 -2.09 -0.95  0.005
C 1.89 -2.65 0.33  -0.264
O 1.71 -3.96 0.61  -0.071
C 1.44 -4.85 -0.45  -0.076
C 2.16 -1.82 1.43  0.019
C 2.34 -0.47 1.25  -0.047
C -0.53 1.30 -0.92  -0.017
C -1.75 0.69 -1.13  0.011
H -6.63 -0.54 1.39  0.093
H -6.58 -0.24 -0.37  0.097
H -5.92 -1.75 0.28  0.097
H -3.09 1.03 1.95  0.118
H -0.91 2.11 2.34  0.113
H 1.20 2.73 1.48  0.119
H 2.00 -0.28 -2.09  0.117
H 1.65 -2.71 -1.82  0.108
H 1.33 -5.83 0.02  0.095
H 2.26 -4.89 -1.17  0.097
H 0.51 -4.59 -0.96  0.098
H 2.20 -2.28 2.41  0.123
H 2.55 0.18 2.09  0.120
H 0.18 1.42 -1.72  0.098
H -2.01 0.28 -2.10  0.124

## Properties
HOMO-LUMO gap: 0.3443 Ha
HOMO: -0.326 Ha

***

(two)
Entry from the Open Molecules 2025 dataset: a single C15H15NO5S molecule (ωB97M-V/def2-TZVPD).

Each line ends with the Löwdin charge.
Cartesian coordinates (Å):
O 2.21 5.64 -2.93  0.062
C 2.01 4.61 -2.19  -0.590
O 2.64 3.38 -2.24  0.053
C 1.17 4.73 -1.25  -0.184
C -0.07 3.85 -1.21  -0.291
N 0.26 2.58 -0.92  -0.154
S 0.86 2.10 0.75  0.740
O 2.23 2.41 1.06  -0.305
O -0.29 2.77 1.50  -0.385
C 0.54 0.43 1.01  -0.284
C 1.69 -0.45 0.79  0.023
C 1.30 -1.93 0.56  0.064
C -0.02 -2.35 0.93  -0.272
O -0.11 -3.82 0.97  -0.027
C -1.41 -4.22 0.57  -0.237
C -1.94 -3.90 -0.70  -0.038
C -3.21 -4.43 -0.91  -0.031
C -3.61 -5.65 -0.17  -0.144
C -3.01 -5.95 0.93  -0.069
C -1.50 -5.49 1.29  0.152
C -0.98 -1.49 0.85  -0.050
C -0.93 0.03 0.92  0.095
H 3.24 3.49 -3.12  0.212
H 0.74 5.80 -0.79  0.205
H 1.82 4.52 -0.17  0.207
H -0.49 3.82 -2.26  0.164
H -0.79 4.04 -0.46  0.106
H 1.22 2.15 -1.35  0.143
H 2.63 -0.12 0.64  0.055
H 2.18 -2.60 0.80  0.129
H -1.76 -3.07 -1.24  0.074
H -3.78 -4.17 -1.93  0.143
H -4.41 -6.26 -0.46  0.087
H -3.32 -6.93 1.24  0.090
H -1.23 -5.76 2.13  0.004
H -2.17 -1.76 0.98  0.180
H -1.77 0.61 0.87  0.072

## Properties
HOMO-LUMO gap: 0.3068 Ha
HOMO: -0.334 Ha

***

Relative energies, in eV, with the most stable structure set to zero: (one) 0.000; (two) 11.804.

***

(one)
Entry from the Open Molecules 2025 dataset: a gas-phase ion, C7H13N4O4 (charge +1) (ωB97M-V/def2-TZVPD).

Each line ends with the Löwdin charge.
Cartesian coordinates (Å):
C -0.97 -0.37 2.65  -0.047
C -1.45 0.92 2.63  -0.131
C -0.02 -0.37 0.46  -0.453
C 0.51 -1.24 -1.69  -0.516
C -0.90 1.99 1.81  -0.431
C 2.68 -0.66 -3.63  -0.047
C 1.74 -1.85 -3.59  -0.239
N -0.40 0.77 0.12  0.206
N -0.10 -0.86 1.77  0.092
N 0.54 -1.38 -0.35  0.161
N -2.87 1.19 3.07  0.204
O -0.33 -0.64 -2.33  0.128
O 0.41 2.32 2.04  0.068
O -1.72 2.87 1.28  0.069
O 1.49 -2.09 -2.24  -0.036
H -1.61 -1.11 3.14  0.145
H 3.33 -0.79 -2.85  0.049
H 3.32 -0.54 -4.53  0.105
H 2.08 0.19 -3.49  0.059
H 2.25 -2.76 -3.95  0.140
H 0.75 -1.68 -3.96  0.107
H 0.42 -1.70 2.04  0.162
H 1.03 -2.17 0.14  0.188
H -3.46 1.87 2.42  0.226
H -2.92 1.49 4.13  0.229
H -3.45 0.35 3.02  0.152
H 1.01 2.68 1.32  0.178
H -1.38 3.57 0.57  0.232

## Properties
total charge: +1
HOMO-LUMO gap (spin up / spin down): 0.2801 / 0.2803 Ha
HOMO (spin up / spin down): -0.424 / -0.425 Ha

***

(two)
Entry from the Open Molecules 2025 dataset: a gas-phase ion, C7H13N4O4 (charge +1) (ωB97M-V/def2-TZVPD).

Each line ends with the Löwdin charge.
Cartesian coordinates (Å):
C 3.71 -1.28 -1.32  0.002
O 3.12 -0.87 -0.12  0.067
C 2.01 -0.29 -0.12  -0.467
O 1.21 -0.40 -1.05  0.103
C 1.57 0.12 1.28  -0.016
C 0.23 -0.51 1.53  -0.100
N -0.70 -0.14 0.47  -0.148
N -1.71 -0.98 0.10  0.159
C -3.02 0.09 0.01  -0.035
N -4.32 -0.54 -0.28  -0.351
O -4.65 -1.39 0.48  0.159
O -4.94 -0.17 -1.27  0.149
N -2.56 1.24 0.15  0.194
C -1.19 1.34 0.41  -0.251
C -0.53 2.01 -0.83  0.011
H 2.92 -1.52 -2.00  0.092
H 4.42 -2.08 -1.10  0.125
H 4.27 -0.65 -1.95  0.092
H 1.32 1.27 1.24  0.166
H 2.34 -0.18 1.98  0.146
H 0.34 -1.58 1.51  0.150
H -0.05 -0.12 2.49  0.140
H -0.02 -0.12 -0.42  0.081
H -1.90 -1.62 0.86  0.113
H -0.92 1.85 1.26  0.128
H 0.54 2.31 -0.57  0.105
H -1.13 2.93 -1.18  0.136
H -0.36 1.30 -1.57  0.051

## Properties
total charge: +1
HOMO-LUMO gap: 0.3710 Ha
HOMO: -0.523 Ha

***

Relative energies, in eV, with the most stable structure set to zero: (one) 0.000; (two) 3.110.

***

(one)
Entry from the Open Molecules 2025 dataset: a single C6H6N2 molecule (ωB97M-V/def2-TZVPD).

Each line ends with the Löwdin charge.
Cartesian coordinates (Å):
C -2.37 -0.68 0.11  0.120
C -1.62 0.31 0.15  -0.094
C -0.49 1.18 0.16  -0.248
C 0.78 0.82 -0.45  -0.263
C 1.03 -0.59 -0.88  -0.151
N 1.01 -1.30 0.44  0.080
C 0.69 -0.43 1.35  -0.190
N 0.74 0.91 0.95  0.052
H -3.11 -1.49 -0.24  0.075
H -0.74 2.22 0.04  0.134
H 1.28 1.65 -0.96  0.150
H 2.00 -0.75 -1.36  0.104
H 0.29 -1.03 -1.61  0.129
H 0.52 -0.81 2.29  0.100

## Properties
HOMO-LUMO gap: 0.3737 Ha
HOMO: -0.338 Ha

***

(two)
Entry from the Open Molecules 2025 dataset: a single C6H6N2 molecule (ωB97M-V/def2-TZVPD).

Each line ends with the Löwdin charge.
Cartesian coordinates (Å):
C -2.80 0.76 0.01  0.128
C -1.60 0.71 0.00  -0.105
C -0.20 0.62 0.00  -0.218
C 0.73 1.64 -0.01  -0.035
N 1.94 1.05 0.00  -0.024
N 1.86 -0.28 0.01  0.074
C 0.58 -0.58 0.00  -0.316
C 0.07 -1.97 0.00  -0.029
H -3.85 0.82 0.01  0.014
H 0.61 2.70 -0.01  0.122
H 2.85 1.49 0.00  0.152
H -0.39 -2.20 -0.96  0.083
H 0.89 -2.66 0.18  0.075
H -0.69 -2.10 0.77  0.080

## Properties
HOMO-LUMO gap: 0.3575 Ha
HOMO: -0.321 Ha

***

Relative energies, in eV, with the most stable structure set to zero: (one) 2.244; (two) 0.000.

***

(one)
Entry from the Open Molecules 2025 dataset: 2 unconnected molecules or ions with the total composition C2H2FOP (ωB97M-V/def2-TZVPD).

Each line ends with the Löwdin charge.
Cartesian coordinates (Å):
C 0.14 -0.27 0.10  -0.488
C -1.14 0.19 -0.33  -0.578
O -1.90 0.79 0.36  0.118
F -1.50 -0.15 -1.67  0.012
P 1.44 -1.19 -0.34  0.828
H 0.65 1.06 1.34  0.226
H 2.32 -0.43 0.54  -0.118

## Properties
HOMO-LUMO gap (spin up / spin down): 0.3115 / 0.3116 Ha
HOMO (spin up / spin down): -0.369 / -0.370 Ha

***

(two)
Entry from the Open Molecules 2025 dataset: a single C2H2FOP molecule (ωB97M-V/def2-TZVPD).

Each line ends with the Löwdin charge.
Cartesian coordinates (Å):
H -1.00 -0.74 -0.26  -0.109
P 0.23 -1.07 -0.99  0.815
C 0.78 0.35 -0.33  -0.423
C 2.41 0.91 -0.94  -0.461
O 3.06 1.81 -0.55  0.134
F 2.70 0.22 -2.05  0.043
H 0.39 0.64 0.63  0.001

## Properties
HOMO-LUMO gap: 0.3482 Ha
HOMO: -0.377 Ha

***

Relative energies, in eV, with the most stable structure set to zero: (one) 2.349; (two) 0.000.